1.
ORCA calculation (the ωB97M-V functional and the def2-TZVPD basis) on the molecule C18H24N6.

Total energy   -1028.85442 hartree
Lowest unoccupied orbital energy   0.79 eV
Kohn-Sham gap   9.1 eV
HOMO energy   -8.27 eV
SMILES   Cc1ccc(Cn2ncc3c(NCCCN(C)C)ncnc32)cc1

Geometry as ORCA input:
```
! wB97M-V def2-TZVPD RIJCOSX def2/J DEFGRID3
* xyz 0 1
N 2.35 -0.64 -0.17
N -2.69 -0.97 -4.25
N 2.22 0.49 0.54
N -1.63 1.47 0.04
N -1.95 -0.40 -1.26
N 0.44 2.05 1.06
C -1.63 -1.53 -5.07
C -1.13 0.38 -0.54
C 3.00 -0.36 5.38
C -3.31 0.96 -2.82
C 4.03 -0.48 3.21
C 0.23 0.05 -0.34
C 2.87 -0.83 6.80
C 2.18 0.67 4.91
C 3.92 -0.93 4.51
C -3.29 0.00 -1.62
C 1.19 -0.91 -0.70
C 2.30 1.12 3.61
C 3.23 0.55 2.75
C -0.83 2.22 0.79
C -2.46 0.44 -3.98
C -3.98 -1.21 -4.86
C 0.95 0.95 0.49
C 3.31 1.03 1.32
H -2.91 1.92 -2.50
H 3.23 2.12 1.28
H 3.46 -1.73 6.97
H 4.23 0.69 0.85
H 1.65 1.91 3.25
H -2.66 1.06 -4.88
H 1.07 -1.78 -1.33
H -1.57 -1.07 -6.07
H 1.83 -1.04 7.04
H 4.75 -0.94 2.54
H -3.73 0.49 -0.75
H 4.55 -1.73 4.86
H 3.22 -0.06 7.48
H -4.08 -0.72 -5.84
H -1.41 0.56 -3.73
H -3.85 -0.91 -1.86
H -0.67 -1.39 -4.57
H -1.30 3.09 1.23
H 1.46 1.12 5.57
H -1.54 -1.13 -1.83
H -4.35 1.11 -3.12
H -4.12 -2.28 -4.99
H -4.77 -0.84 -4.21
H -1.80 -2.60 -5.19
*
```

2.
ORCA calculation (the ωB97M-V functional and the def2-TZVPD basis) on a cluster of 6 separate species, C18H24O18 in total.

Total energy   -2054.66969 hartree
Lowest unoccupied orbital energy   -0.11 eV
Kohn-Sham gap   10.7 eV
HOMO energy   -10.83 eV
SMILES   O=C1OCCO1.O=C1OCCO1.O=C1OCCO1.O=C1OCCO1.O=C1OCCO1.O=C1OCCO1

Geometry as ORCA input:
```
! wB97M-V def2-TZVPD RIJCOSX def2/J DEFGRID3
* xyz 0 1
O 48.65 -6.46 7.55
O 44.94 -9.61 2.72
O 45.18 -12.19 10.68
O 38.56 -8.32 12.24
O 42.53 -5.57 17.91
O 38.66 -6.11 12.00
O 46.42 -6.77 7.64
O 45.84 -10.99 8.91
O 42.11 -7.29 12.46
O 43.95 -10.45 4.56
O 41.59 -4.36 16.29
O 42.20 -8.46 10.55
O 37.86 -7.37 10.33
O 41.42 -3.69 18.44
O 43.84 -7.06 11.05
O 47.28 -4.89 6.77
O 46.61 -10.52 10.98
O 45.31 -8.70 4.75
C 38.32 -7.28 11.42
C 44.76 -9.58 3.90
C 49.50 -5.38 7.19
C 41.81 -4.45 17.62
C 48.57 -4.49 6.34
C 42.60 -6.39 16.74
C 44.67 -8.82 6.02
C 42.32 -5.38 15.61
C 47.36 -6.11 7.33
C 44.00 -10.18 5.96
C 39.15 -6.34 13.32
C 44.33 -7.76 9.87
C 45.88 -11.21 10.07
C 45.24 -12.04 12.11
C 42.68 -7.58 11.45
C 39.20 -7.87 13.43
C 43.11 -8.63 9.47
C 46.17 -10.82 12.30
H 40.23 -8.18 13.56
H 43.99 -7.98 6.20
H 48.69 -3.43 6.53
H 50.34 -5.74 6.59
H 43.26 -5.02 15.21
H 45.63 -12.96 12.54
H 45.17 -8.38 10.19
H 44.56 -6.98 9.16
H 44.53 -10.98 6.46
H 48.78 -4.66 5.28
H 40.12 -5.85 13.41
H 43.61 -6.79 16.68
H 41.72 -5.82 14.83
H 45.62 -9.96 12.69
H 44.24 -11.82 12.47
H 49.89 -4.91 8.09
H 42.99 -10.14 6.38
H 38.46 -5.94 14.06
H 38.59 -8.25 14.25
H 47.01 -11.06 12.94
H 42.73 -8.31 8.50
H 41.86 -7.19 16.76
H 43.39 -9.68 9.41
H 45.44 -8.73 6.79
*
```

3.
ORCA calculation (the ωB97M-V functional and the def2-TZVPD basis) on a structure of composition C18H25AuBN6OS3.

Total energy   -2459.72655 hartree
Lowest unoccupied orbital energy (alpha / beta)   0.52 / -1.96 eV
Kohn-Sham gap (alpha / beta)   5.7 / 6.0 eV
HOMO energy (alpha / beta)   -5.18 / -7.92 eV
⟨S²⟩   3.78

Geometry as ORCA input:
```
! wB97M-V def2-TZVPD RIJCOSX def2/J DEFGRID3
* xyz 0 4
Au -0.11 -1.32 -1.31
S 0.42 0.65 -2.80
S -1.13 -3.34 -0.30
S 2.23 -1.83 -0.84
O -2.27 -0.89 -1.58
N 0.41 2.60 -0.95
N 2.39 1.70 -1.15
N -0.49 0.01 0.83
N 2.79 -2.02 -3.49
N 3.48 -0.14 -2.62
N -2.94 -1.33 -0.56
C -0.65 0.64 3.35
C -0.99 2.86 -1.17
C -3.33 -2.88 1.26
C 3.36 -1.28 -4.51
C -1.40 1.97 3.49
C -1.41 -0.49 4.06
C 2.45 2.66 -0.17
C -2.55 -2.50 0.18
C 2.86 -1.30 -2.35
C -4.46 -2.17 1.64
C 1.23 3.23 -0.05
C -0.55 0.31 1.93
C 2.15 -3.31 -3.62
C -4.14 -0.68 -0.26
C 0.78 0.77 3.91
C 3.78 -0.12 -3.95
C -4.87 -1.06 0.81
C 1.13 1.65 -1.60
B 3.74 1.00 -1.61
H 4.28 0.72 -4.40
H -1.25 3.82 -0.70
H 4.39 1.84 -2.18
H 2.55 -4.00 -2.88
H 3.38 2.87 0.33
H 2.32 -3.69 -4.62
H 0.73 1.10 4.95
H 3.39 -1.64 -5.52
H -0.86 2.77 3.00
H -5.04 -2.46 2.51
H -5.79 -0.54 1.03
H 0.89 4.04 0.57
H -2.40 1.90 3.05
H 1.30 -0.19 3.87
H -1.51 2.21 4.55
H -0.87 -1.43 3.98
H 4.27 0.57 -0.63
H -1.52 -0.24 5.12
H -4.41 0.11 -0.93
H 1.35 1.50 3.34
H -1.19 2.91 -2.23
H 1.08 -3.21 -3.44
H -1.61 2.07 -0.74
H -2.41 -0.62 3.63
H -3.01 -3.76 1.80
*
```

4.
ORCA calculation (the ωB97M-V functional and the def2-TZVPD basis) on a structure of composition C18H25BBrCl5F3MgN2O9P.

Total energy   -7228.34762 hartree
Lowest unoccupied orbital energy   -4.28 eV
Kohn-Sham gap   2.2 eV
HOMO energy   -6.51 eV

Geometry as ORCA input:
```
! wB97M-V def2-TZVPD RIJCOSX def2/J DEFGRID3
* xyz 0 1
Br -3.88 0.87 4.43
Cl 1.67 4.50 1.69
Cl 1.97 7.29 2.43
Cl 2.40 6.46 -0.30
Cl 4.28 5.71 1.75
Cl -1.04 1.11 9.01
P -1.11 2.56 6.25
Mg -2.50 2.33 2.25
F 1.28 -1.38 -3.46
F 1.38 -0.39 -1.54
F 2.26 0.52 -3.29
O -2.60 2.73 6.71
O -8.94 1.38 -3.10
O -0.87 3.79 5.22
O -0.11 2.61 7.36
O 4.24 -0.51 -1.83
O 3.55 -2.53 -2.53
O -8.54 1.95 -1.06
O -3.58 3.23 -1.56
O -6.81 1.26 -2.34
N 2.58 0.48 3.48
N 3.70 -6.14 -4.49
C 3.65 -7.46 -4.64
C -7.98 1.50 -2.19
C 6.44 -1.20 -2.63
C 3.43 -5.65 -3.28
C 0.12 1.78 2.95
C 3.38 -1.37 -2.35
C 5.52 -1.05 -1.44
C 2.36 1.19 2.38
C 3.07 -7.82 -2.36
C 0.32 1.07 4.14
C -7.61 2.12 0.01
C 3.11 -6.44 -2.19
C 2.05 -0.65 -2.67
C 1.55 0.45 4.32
C -8.48 0.90 -4.37
C 2.58 6.00 1.39
C 1.17 1.82 2.06
C 3.34 -8.34 -3.61
B -0.73 0.94 5.30
H -4.01 2.37 -1.62
H -3.67 3.61 -2.44
H 2.82 -8.47 -1.53
H 5.37 -2.00 -0.92
H 0.00 3.70 4.81
H 3.48 -4.57 -3.19
H 3.18 1.28 1.68
H -6.85 2.84 -0.27
H 6.54 -0.25 -3.15
H -3.20 2.47 5.99
H 3.88 -7.83 -5.63
H 1.70 -0.12 5.24
H -9.35 0.85 -5.01
H -7.15 1.16 0.27
H 2.91 -5.99 -1.23
H -8.17 2.48 0.86
H 6.04 -1.92 -3.35
H -0.84 2.26 2.78
H -1.26 -0.08 5.60
H 1.10 2.33 1.11
H -8.04 -0.09 -4.28
H 3.32 -9.41 -3.79
H -7.75 1.60 -4.80
H 7.42 -1.54 -2.31
H 5.93 -0.34 -0.73
*
```

5.
ORCA calculation (the ωB97M-V functional and the def2-TZVPD basis) on a structure of composition C18H25BCoN8O3.

Total energy   -2772.30259 hartree
Lowest unoccupied orbital energy (alpha / beta)   0.52 / -0.89 eV
Kohn-Sham gap (alpha / beta)   8.9 / 8.2 eV
HOMO energy (alpha / beta)   -8.36 / -9.11 eV
⟨S²⟩   3.77

Geometry as ORCA input:
```
! wB97M-V def2-TZVPD RIJCOSX def2/J DEFGRID3
* xyz 0 4
Co -0.05 0.00 -0.32
O -5.69 -2.10 0.18
O -1.80 -0.31 2.40
O -1.63 -2.27 -1.67
N 0.10 0.18 -2.11
N 1.27 -0.14 -2.79
N 1.83 0.91 -0.12
N -1.78 -0.87 0.21
N -3.62 -2.02 -0.66
N 1.04 -1.65 -0.28
N 2.83 0.55 -1.06
N 2.13 -1.77 -1.19
C -4.57 1.08 2.92
C -4.12 -2.12 2.74
C -0.29 0.28 -4.29
C -4.51 -1.75 0.34
C -2.45 -0.73 1.43
C -2.25 -1.74 -0.74
C 3.69 2.20 0.09
C -3.95 -1.06 1.60
C 2.41 1.92 0.58
C 2.69 -2.98 -1.14
C 2.01 -3.72 -0.18
C -0.86 1.64 0.18
C -3.45 -1.85 4.04
C -0.85 0.44 -3.03
C -4.85 0.20 1.75
C 1.03 -0.10 -4.10
C 1.02 -2.87 0.34
C 3.92 1.31 -0.94
B 2.56 -0.59 -2.08
H 3.52 -3.20 -1.81
H -0.11 2.42 0.36
H -4.70 0.75 0.81
H -0.11 0.41 1.08
H 1.88 2.44 1.38
H 0.31 -3.12 1.12
H 3.47 -0.83 -2.82
H -4.79 0.62 3.88
H -3.96 -2.56 -1.45
H -2.38 -1.77 3.94
H -5.21 -2.25 2.88
H -1.88 0.69 -2.77
H -3.73 -3.05 2.29
H -1.62 1.59 0.96
H 2.21 -4.74 0.09
H -3.68 -2.67 4.69
H -1.36 1.87 -0.79
H -3.53 1.39 2.92
H -5.19 1.95 2.82
H 4.74 1.13 -1.63
H 4.36 2.95 0.44
H -0.82 0.38 -5.21
H -5.89 -0.15 1.75
H 1.83 -0.34 -4.78
H -3.81 -0.94 4.50
*
```

6.
ORCA calculation (the ωB97M-V functional and the def2-TZVPD basis) on a structure of composition C18H25BN8O3Zn.

Total energy   -3168.98609 hartree
Lowest unoccupied orbital energy   -0.37 eV
Kohn-Sham gap   7.6 eV
HOMO energy   -8.00 eV

Geometry as ORCA input:
```
! wB97M-V def2-TZVPD RIJCOSX def2/J DEFGRID3
* xyz 0 1
Zn -0.31 0.46 0.18
O -2.62 1.41 1.51
O -1.04 -2.82 0.81
O -3.61 -1.68 4.62
N 1.60 1.28 -2.45
N -0.14 2.91 -1.61
N -0.35 2.39 -0.34
N 1.64 0.43 -1.37
N -1.79 -0.71 1.21
N -3.43 -0.28 2.83
N -0.82 0.82 -2.83
N -1.08 0.04 -1.73
C 0.90 -0.04 1.68
C -3.52 -4.56 1.06
C -2.61 0.22 1.82
C -3.27 -1.52 3.45
C -1.82 -3.56 3.43
C -2.69 -2.62 2.56
C -3.88 -3.34 1.89
C -0.67 4.61 -0.29
C 2.80 1.30 -3.07
C -0.65 3.43 0.47
C -0.34 4.24 -1.59
C -1.53 0.38 -3.88
C -0.63 -2.88 4.07
C -1.94 -0.92 -2.11
C 2.88 -0.06 -1.30
C 3.66 0.45 -2.36
C -1.84 -1.98 1.51
C -2.26 -0.73 -3.47
B 0.24 1.97 -2.79
H -0.92 -1.95 4.57
H -0.91 5.60 0.07
H 2.95 1.91 -3.94
H -0.21 -3.55 4.82
H 0.16 -2.67 3.33
H 0.30 2.55 -3.82
H -0.88 3.28 1.52
H -1.50 -4.40 2.80
H -4.59 -3.64 2.68
H -2.91 -4.30 0.19
H -0.22 -2.32 0.61
H -0.25 4.81 -2.50
H 0.69 -0.89 2.34
H -3.91 0.43 3.37
H -4.45 -5.01 0.71
H -2.30 -1.69 -1.43
H 0.91 0.86 2.30
H -2.99 -5.32 1.66
H 4.68 0.23 -2.57
H -1.45 0.89 -4.83
H -4.39 -2.59 1.27
H -2.47 -3.97 4.22
H 3.18 -0.72 -0.50
H 1.91 -0.16 1.26
H -2.94 -1.32 -4.06
*
```

7.
ORCA calculation (the ωB97M-V functional and the def2-TZVPD basis) on a structure of composition C18H25CdN3P2S6.

Total energy   -4104.76607 hartree
Lowest unoccupied orbital energy   -0.07 eV
Kohn-Sham gap   7.5 eV
HOMO energy   -7.52 eV

Geometry as ORCA input:
```
! wB97M-V def2-TZVPD RIJCOSX def2/J DEFGRID3
* xyz 0 1
Cd 0.38 0.00 0.30
S 2.88 0.11 -4.12
S 3.63 -2.35 -2.56
S 1.31 1.23 -1.84
S -2.08 1.45 1.17
S 4.68 -1.92 -5.36
S 2.73 -1.19 0.05
P 1.19 1.63 2.26
P -0.47 -1.40 2.33
N -1.49 -2.76 -2.78
N -1.03 -1.01 -1.49
N -0.99 3.71 -0.11
C 3.74 -1.40 -4.08
C -1.48 2.75 0.36
C -0.73 -2.25 -1.80
C -3.48 -1.80 -4.10
C 2.92 -1.02 -1.66
C 2.55 0.08 -2.38
C 3.05 1.92 2.48
C 2.23 2.85 -1.55
C 0.51 3.33 2.48
C -2.38 -1.74 -3.22
C -4.00 0.41 -3.18
C -4.36 -0.71 -3.97
C -2.23 -2.14 2.43
C 0.88 0.68 3.84
C -2.80 0.50 -2.46
C -2.01 -0.60 -2.43
C -0.41 -0.17 3.73
C 0.61 -2.76 2.88
H -1.54 -3.73 -3.11
H -2.96 -1.33 2.16
H -2.60 1.28 -1.71
H 3.30 1.98 3.56
H 0.82 1.36 4.70
H 3.32 2.86 1.98
H -0.57 3.28 2.46
H 1.79 0.08 4.08
H 3.01 2.84 -0.80
H -4.60 1.34 -3.25
H 2.66 3.10 -2.48
H 0.89 3.79 3.42
H -5.28 -0.72 -4.55
H 0.89 3.89 1.63
H 1.13 -2.47 3.79
H 3.59 1.10 2.02
H -3.48 -2.57 -4.90
H 0.02 -3.69 2.94
H -2.43 -2.46 3.44
H 0.05 -2.88 -1.45
H -2.28 -3.03 1.76
H 1.49 3.58 -1.28
H -1.27 0.52 3.57
H 1.35 -2.85 2.12
H -0.63 -0.71 4.69
*
```

8.
ORCA calculation (the ωB97M-V functional and the def2-TZVPD basis) on a structure of composition C18H25ClN2P2Se3Te2V.

Total energy   -10637.71291 hartree
Lowest unoccupied orbital energy (alpha / beta)   2.10 / 2.10 eV
Kohn-Sham gap (alpha / beta)   5.8 / 5.8 eV
HOMO energy (alpha / beta)   -3.72 / -3.72 eV

Geometry as ORCA input:
```
! wB97M-V def2-TZVPD RIJCOSX def2/J DEFGRID3
* xyz -1 1
Te -2.66 4.31 -1.30
Te -1.18 5.18 0.85
Se -0.99 2.87 1.78
Se -1.26 2.28 -1.71
Se -2.05 -0.33 2.47
V -0.18 1.26 0.16
Cl 1.56 3.56 -0.89
P 0.49 -0.82 -0.79
P -2.20 -0.20 -0.47
N 1.20 0.95 1.61
N -4.06 -1.13 4.46
C 3.36 0.39 3.32
C 4.52 0.10 4.22
C 2.20 -1.28 -1.32
C -0.66 -0.97 -4.74
C -1.98 -0.58 -4.63
C -2.54 -0.35 -3.38
C 3.20 1.64 2.73
C 1.33 -0.23 2.20
C 0.11 -2.43 0.03
C -3.73 0.80 -0.31
C 0.12 -1.14 -3.60
C -0.43 -0.89 -2.35
C -1.77 -0.48 -2.24
C -3.29 -0.79 3.67
C 2.37 -0.55 3.05
C 2.12 1.88 1.91
C 1.48 1.80 -1.01
C -3.04 -1.86 -0.40
H -3.93 -1.76 -1.03
H 4.47 -0.93 4.58
H -3.50 1.69 0.28
H -3.57 -0.02 -3.31
H -3.34 -2.10 0.62
H -0.73 -2.31 0.72
H -0.21 -1.13 -5.71
H -4.09 1.09 -1.30
H 2.20 -2.27 -1.77
H -0.13 -3.19 -0.72
H 2.44 1.43 -0.62
H 0.99 -2.75 0.59
H 2.60 -0.55 -2.03
H 2.83 -1.30 -0.42
H 5.46 0.24 3.69
H 2.41 -1.53 3.50
H -4.48 0.21 0.22
H 4.52 0.77 5.08
H 1.44 1.57 -2.09
H 1.15 -1.44 -3.70
H 0.55 -0.95 2.03
H -2.41 -2.65 -0.80
H 1.97 2.87 1.49
H 3.91 2.43 2.91
H -2.57 -0.41 -5.52
*
```

What did the second record say?
ORCA calculation (the ωB97M-V functional and the def2-TZVPD basis) on a cluster of 6 separate species, C18H24O18 in total.

Total energy   -2054.66969 hartree
Lowest unoccupied orbital energy   -0.11 eV
Kohn-Sham gap   10.7 eV
HOMO energy   -10.83 eV
SMILES   O=C1OCCO1.O=C1OCCO1.O=C1OCCO1.O=C1OCCO1.O=C1OCCO1.O=C1OCCO1

Geometry as ORCA input:
```
! wB97M-V def2-TZVPD RIJCOSX def2/J DEFGRID3
* xyz 0 1
O 48.65 -6.46 7.55
O 44.94 -9.61 2.72
O 45.18 -12.19 10.68
O 38.56 -8.32 12.24
O 42.53 -5.57 17.91
O 38.66 -6.11 12.00
O 46.42 -6.77 7.64
O 45.84 -10.99 8.91
O 42.11 -7.29 12.46
O 43.95 -10.45 4.56
O 41.59 -4.36 16.29
O 42.20 -8.46 10.55
O 37.86 -7.37 10.33
O 41.42 -3.69 18.44
O 43.84 -7.06 11.05
O 47.28 -4.89 6.77
O 46.61 -10.52 10.98
O 45.31 -8.70 4.75
C 38.32 -7.28 11.42
C 44.76 -9.58 3.90
C 49.50 -5.38 7.19
C 41.81 -4.45 17.62
C 48.57 -4.49 6.34
C 42.60 -6.39 16.74
C 44.67 -8.82 6.02
C 42.32 -5.38 15.61
C 47.36 -6.11 7.33
C 44.00 -10.18 5.96
C 39.15 -6.34 13.32
C 44.33 -7.76 9.87
C 45.88 -11.21 10.07
C 45.24 -12.04 12.11
C 42.68 -7.58 11.45
C 39.20 -7.87 13.43
C 43.11 -8.63 9.47
C 46.17 -10.82 12.30
H 40.23 -8.18 13.56
H 43.99 -7.98 6.20
H 48.69 -3.43 6.53
H 50.34 -5.74 6.59
H 43.26 -5.02 15.21
H 45.63 -12.96 12.54
H 45.17 -8.38 10.19
H 44.56 -6.98 9.16
H 44.53 -10.98 6.46
H 48.78 -4.66 5.28
H 40.12 -5.85 13.41
H 43.61 -6.79 16.68
H 41.72 -5.82 14.83
H 45.62 -9.96 12.69
H 44.24 -11.82 12.47
H 49.89 -4.91 8.09
H 42.99 -10.14 6.38
H 38.46 -5.94 14.06
H 38.59 -8.25 14.25
H 47.01 -11.06 12.94
H 42.73 -8.31 8.50
H 41.86 -7.19 16.76
H 43.39 -9.68 9.41
H 45.44 -8.73 6.79
*
```

What is the total energy in the eighth record?
-10637.71291 hartree

Which of these has the lowest total energy?
C18H25ClN2P2Se3Te2V